[1]
Formula: C5H5NS3
Source: the Open Molecules 2025 dataset
Level of theory: ωB97M-V with the def2-TZVPD basis set

The geometry in XYZ format:
```
14
Properties=species:S:1:pos:R:3:forces:R:3
N 3.161683 1.797752 1.578610 0.3 0.3 0.4
C 2.682665 1.201751 0.728644 0.1 0.1 0.2
C 2.087466 0.470534 -0.335883 -0.3 -0.4 -0.8
S 1.151085 1.433861 -1.569749 0.1 0.0 0.1
C 0.625346 0.201640 -0.317805 -0.4 0.0 -0.1
S -0.390661 0.805260 1.046720 -0.1 -0.1 -0.1
C -1.770927 -0.370567 0.788037 0.3 0.1 0.3
C -1.690191 -0.908936 -0.622504 0.3 0.0 -0.1
S 0.039611 -1.386325 -0.903816 0.0 0.1 0.2
H 2.727035 -0.299636 -0.761451 -0.1 0.0 0.1
H -2.697276 0.173208 0.965129 0.0 0.0 0.0
H -1.662792 -1.168659 1.523226 -0.1 0.0 -0.1
H -2.307500 -1.795205 -0.754483 0.0 0.0 0.0
H -1.955543 -0.154678 -1.364675 -0.1 0.0 0.1
```
Positions in Å, forces in eV/Å.

SMILES string   N#C[C@@H]1SC12SCCS2
HOMO-LUMO gap   9.339 eV
Energy above the lowest of the compared OMol25 structures with the same formula, charge and spin   0.0000 eV
Electronic energy   -39260.795 eV

***

[2]
Formula: C26H30N4O4S
Source: the Open Molecules 2025 dataset
Level of theory: ωB97M-V with the def2-TZVPD basis set

The geometry in XYZ format:
```
65
Properties=species:S:1:pos:R:3:forces:R:3
O -0.018089 1.206724 -1.435822 0.1 -0.2 -0.1
C -0.585084 2.270118 -1.270670 -0.1 0.6 -0.1
C 0.040568 3.621976 -1.586651 0.3 -0.1 -0.2
C 1.453806 3.485744 -2.152223 -0.1 -0.1 0.2
C 2.513982 3.324605 -1.060804 0.0 0.5 -0.4
N 2.317321 2.142818 -0.241450 0.1 0.0 0.3
C 2.678514 0.906910 -0.680985 0.3 -0.8 0.1
S 3.456422 0.825263 -2.248104 0.2 0.1 -0.4
C 3.782213 -0.954530 -2.436644 -0.2 0.3 0.1
C 2.546726 -1.680187 -2.971115 0.4 0.0 0.4
O 2.405662 -1.934623 -4.147319 0.0 0.0 -0.4
N 1.682351 -2.020263 -2.001193 -0.4 -0.1 0.3
C 0.368051 -2.550060 -2.287751 -0.3 0.0 -0.2
C -0.653263 -1.962273 -1.300031 0.6 0.1 0.1
C -0.632357 -2.701822 0.047526 -0.1 0.2 -0.1
C -1.738807 -3.757970 -0.102113 -0.1 0.0 -0.1
C -2.436227 -3.379043 -1.422471 -0.2 -0.4 0.0
O -1.982970 -2.086392 -1.765463 -0.1 0.2 -0.1
N 2.534711 -0.187618 -0.013615 0.2 0.1 -0.3
C 1.969133 -0.127084 1.229224 -0.2 0.5 0.5
C 1.849510 -1.295312 1.990059 0.0 0.1 0.1
C 1.282787 -1.241611 3.242086 0.1 -0.1 -0.1
C 0.832968 -0.032666 3.770668 0.0 0.2 0.1
C 0.949660 1.124755 3.036630 0.1 0.0 0.0
C 1.514467 1.089092 1.761353 0.0 -0.4 0.1
C 1.641013 2.303176 0.970873 0.1 -0.1 0.1
O 1.224988 3.396563 1.307653 -0.1 0.1 0.1
N -1.854602 2.358492 -0.826882 -0.5 0.1 0.2
C -2.670579 1.201662 -0.536269 0.0 -0.1 -0.1
C -2.660043 0.768063 0.910195 0.0 0.0 0.0
C -2.218108 1.594333 1.932137 0.0 0.0 -0.1
C -2.273054 1.167266 3.248739 -0.1 0.0 0.1
C -2.755562 -0.091557 3.555534 0.0 0.0 0.1
C -3.187166 -0.926529 2.537888 -0.1 -0.1 0.0
C -3.144338 -0.496801 1.225007 0.0 0.1 0.0
H 0.056210 4.222613 -0.674521 -0.1 0.0 0.0
H -0.602548 4.120763 -2.315549 0.0 0.0 0.0
H 1.708974 4.377572 -2.725650 0.0 0.0 0.0
H 1.484015 2.625641 -2.822798 0.0 0.1 -0.1
H 3.507476 3.268062 -1.513811 -0.1 0.1 0.1
H 2.471688 4.178144 -0.378057 0.1 -0.2 -0.1
H 4.100435 -1.335952 -1.468744 0.1 0.0 -0.1
H 4.584501 -1.014390 -3.170921 -0.1 0.0 0.0
H 1.842936 -1.626440 -1.077198 0.2 0.0 -0.2
H 0.099906 -2.272792 -3.311641 0.0 -0.1 0.1
H 0.386281 -3.644629 -2.221228 -0.1 0.0 -0.1
H -0.449848 -0.892502 -1.201843 0.0 -0.2 0.0
H -0.862153 -2.010237 0.857806 0.1 0.0 0.0
H 0.339410 -3.149880 0.239285 0.1 0.0 0.1
H -1.332449 -4.766405 -0.156521 0.0 0.0 0.0
H -2.433767 -3.715712 0.734422 0.0 0.0 0.0
H -3.523683 -3.330212 -1.336760 0.1 -0.1 0.0
H -2.182655 -4.092432 -2.218054 -0.1 0.0 0.1
H 2.221404 -2.222589 1.582665 0.0 -0.1 -0.1
H 1.191201 -2.145441 3.826401 0.0 -0.1 0.0
H 0.399112 -0.008312 4.758335 -0.1 0.0 0.1
H 0.626526 2.078778 3.423520 -0.1 0.1 0.0
H -2.245949 3.267556 -0.640078 0.1 0.0 -0.1
H -3.701623 1.426832 -0.832742 0.1 -0.1 0.0
H -2.314526 0.377356 -1.160961 -0.1 0.1 0.0
H -1.819903 2.572863 1.707484 0.1 0.1 0.0
H -1.941774 1.825608 4.037924 0.1 0.1 0.1
H -2.797106 -0.422527 4.582742 0.0 0.0 0.1
H -3.562497 -1.912654 2.771389 0.0 -0.1 0.0
H -3.484194 -1.139900 0.427110 0.0 -0.1 -0.1
```
Positions in Å, forces in eV/Å.

SMILES string   O=C(CCCn1c(SCC(=O)NC[C@@H]2CCCO2)nc2ccccc2c1=O)NCc1ccccc1
HOMO-LUMO gap   8.814 eV
Energy above the lowest of the compared OMol25 structures with the same formula, charge and spin   0.3868 eV
Electronic energy   -52437.292 eV

***

[3]
Formula: C2H8N4O
Source: the Open Molecules 2025 dataset
Level of theory: ωB97M-V with the def2-TZVPD basis set

The geometry in XYZ format:
```
15
Properties=species:S:1:pos:R:3:forces:R:3
C 1.018560 1.468461 -0.111199 -0.4 0.6 -0.8
C 3.211931 1.255989 0.929579 -0.9 -0.5 4.5
N 2.204182 1.364168 0.254415 0.1 0.0 -0.9
N 0.242500 0.374897 -0.229678 -1.0 -0.1 -0.5
N -0.916450 0.690243 -0.736341 -2.4 -2.1 0.1
N -1.868813 -0.179304 -0.855430 3.2 0.3 1.2
O -1.765470 -2.900923 0.282749 -3.9 1.5 4.9
H 0.760792 2.483891 -0.424846 -0.6 0.0 0.2
H 4.191818 1.282092 0.612144 2.0 -0.2 -1.2
H 3.014308 1.111515 2.055522 0.6 0.5 -1.5
H -1.102547 1.664623 -0.993477 -0.1 0.2 -0.2
H -2.596372 -3.322486 0.687687 1.4 -0.1 0.0
H -2.733873 0.188870 -1.174352 -0.7 1.3 -0.7
H -2.156636 -2.016145 0.077941 1.2 0.8 -1.3
H -1.503930 -3.465892 -0.374714 1.5 -2.1 -3.8
```
Positions in Å, forces in eV/Å.

HOMO-LUMO gap (spin up / spin down)   8.683 / 8.684 eV
Energy above the lowest of the compared OMol25 structures with the same formula, charge and spin   3.3592 eV
Net charge   +2
Electronic energy   -10189.433 eV